Entry 1:
ORCA calculation (ωB97M-V/def2-TZVPD) on a 10-piece molecular cluster, H20O10 overall.

Last column: Mulliken charge in e.
Atoms and positions in Å:
1 O -0.489 2.048 -1.065  -0.56
2 H -1.355 2.066 -1.519  0.30
3 H 0.053 2.732 -1.380  0.23
4 O -0.773 -0.522 3.077  -0.56
5 H -0.482 -0.601 3.969  0.26
6 H -1.541 -1.133 3.214  0.27
7 O 2.625 -1.657 -0.962  -0.61
8 H 2.505 -1.829 -1.909  0.30
9 H 1.755 -1.434 -0.662  0.31
10 O 0.258 -0.655 -3.434  -0.64
11 H -0.427 -1.090 -2.926  0.35
12 H 0.625 -0.003 -2.816  0.33
13 O 0.107 -0.563 -0.095  -0.27
14 H 0.110 -0.434 0.809  0.28
15 H -0.099 0.246 -0.606  0.06
16 O 2.076 1.038 -2.422  -0.52
17 H 2.243 1.463 -1.567  0.27
18 H 2.643 1.387 -3.040  0.22
19 O -1.385 2.072 1.931  -0.65
20 H -1.185 1.193 2.233  0.35
21 H -0.962 2.156 1.069  0.35
22 O -3.163 0.726 -0.165  -0.61
23 H -3.193 0.640 0.756  0.29
24 H -2.777 -0.080 -0.579  0.31
25 O -2.284 -2.150 0.365  -0.63
26 H -2.325 -2.485 1.279  0.27
27 H -1.360 -1.930 0.244  0.30
28 O 2.591 -0.335 2.213  -0.63
29 H 2.856 -1.116 1.697  0.33
30 H 3.356 0.249 2.292  0.30

Force components x, y, z for each atom (eV/Å):
-1.7 -1.7 0.7
0.6 0.2 0.4
0.9 1.4 -1.0
-1.9 -1.5 -0.3
1.4 0.6 1.2
0.5 0.8 -1.0
1.0 -0.6 -0.6
0.1 0.1 0.4
-1.1 0.4 0.3
-0.1 0.1 0.2
-0.3 -0.3 0.0
0.2 0.0 -0.4
-0.1 -1.1 -3.6
0.1 1.1 3.0
0.1 0.0 0.9
-2.1 -0.8 2.8
0.2 -0.3 -0.4
2.2 1.3 -2.2
-0.2 0.8 -0.2
0.3 -0.7 0.4
-0.1 0.0 -0.1
0.4 -0.1 -3.4
0.3 -0.5 2.0
-0.6 0.6 1.2
-0.4 -0.4 0.8
-0.1 0.1 -0.7
0.6 0.3 -0.3
-0.1 -0.2 0.0
0.2 0.5 0.1
-0.1 -0.4 -0.2

Calculated values
orbital gap	10.604	eV
E_LUMO	-0.039	eV
SMILES	O.O.O.O.O.O.O.O.O.O



Entry 2:
ORCA calculation (ωB97M-V/def2-TZVPD) on a 10-piece molecular cluster, H20O10 overall.

Last column: Mulliken charge in e.
Atoms and positions in Å:
1 H -0.136 1.015 0.103  0.27
2 H -0.330 -0.269 -0.488  0.29
3 H -0.872 -3.148 1.386  0.30
4 H -0.227 -3.886 0.074  0.33
5 H 3.079 0.410 1.148  0.28
6 H 4.418 -0.261 1.162  0.28
7 H 3.342 -0.200 -1.955  0.27
8 H 2.401 -1.167 -2.819  0.27
9 H 3.344 -2.583 -1.091  0.34
10 H 1.674 -2.507 -1.007  0.30
11 H -1.997 1.727 -3.628  0.30
12 H -2.629 2.803 -2.812  0.33
13 H -4.780 -2.028 -1.148  0.31
14 H -3.520 -1.742 -0.249  0.33
15 H -1.743 0.427 3.711  0.31
16 H -1.257 1.569 4.561  0.31
17 H -0.548 3.008 0.777  0.32
18 H -1.239 1.601 1.283  0.36
19 H 2.454 3.767 0.610  0.32
20 H 2.368 3.275 -0.830  0.30
21 O -0.824 0.432 -0.240  -0.57
22 O -0.951 -3.863 0.778  -0.63
23 O 3.575 -0.318 0.825  -0.53
24 O 2.737 -1.028 -1.945  -0.58
25 O 2.557 -2.750 -0.542  -0.62
26 O -2.863 1.983 -3.343  -0.63
27 O -4.451 -2.065 -0.248  -0.64
28 O -0.952 0.860 4.062  -0.63
29 O -1.346 2.579 1.050  -0.65
30 O 2.044 3.944 -0.246  -0.63

Force components x, y, z for each atom (eV/Å):
-0.2 0.2 -0.3
2.2 -4.1 -1.5
0.7 0.9 0.3
-1.3 0.5 2.0
-0.5 1.0 0.6
2.9 0.3 1.3
-1.7 -2.1 -0.2
-0.1 0.3 -1.2
-1.4 0.1 0.1
3.2 -0.5 0.9
0.7 -0.5 -0.4
-0.8 -1.5 -0.8
0.2 0.1 -0.2
-1.2 -0.4 -0.3
0.2 0.1 0.2
-0.9 2.0 1.3
1.0 0.0 -0.1
0.0 2.5 -0.5
0.0 0.1 -0.2
0.4 -0.6 -0.6
-1.6 3.0 1.1
0.7 -1.4 -2.3
-2.2 -1.0 -1.9
1.9 3.8 -0.4
-2.2 -1.8 0.6
0.0 2.0 1.2
0.9 0.3 0.5
0.7 -2.2 -1.6
-1.3 -1.6 1.1
-0.4 0.5 0.8

Calculated values
orbital gap	9.915	eV
E_LUMO	-0.525	eV
SMILES	O.O.O.O.O.O.O.O.O.O



Entry 3:
ORCA calculation (ωB97M-V/def2-TZVPD) on a 10-piece molecular cluster, H20O10 overall.

Last column: Mulliken charge in e.
Atoms and positions in Å:
1 O 1.329 -0.467 2.602  -0.56
2 H 1.513 -1.349 2.862  0.28
3 H 2.112 -0.012 3.011  0.32
4 O -0.688 -0.890 -1.224  -0.58
5 H -1.167 -0.192 -0.692  0.14
6 H -0.965 -0.953 -2.115  0.30
7 O 1.538 3.104 0.032  -0.69
8 H 1.346 2.118 0.109  0.41
9 H 2.363 3.195 -0.453  0.29
10 O 0.883 -3.017 2.315  -0.72
11 H 1.363 -3.148 1.408  0.35
12 H -0.027 -3.210 2.136  0.30
13 O 1.709 -2.650 -1.154  -0.54
14 H 2.448 -2.979 -1.556  0.26
15 H 0.965 -2.463 -1.801  0.31
16 O -0.671 1.367 -2.573  -0.54
17 H -1.294 1.899 -3.153  0.27
18 H 0.151 1.795 -2.385  0.30
19 O 1.557 0.475 -0.469  -0.70
20 H 1.558 -0.002 0.395  0.32
21 H 0.881 0.009 -0.947  0.44
22 O -2.098 0.010 0.849  -0.72
23 H -1.623 -0.662 1.367  0.28
24 H -1.411 0.919 0.804  0.50
25 O -0.641 1.878 1.960  -0.62
26 H -0.094 2.336 1.372  0.31
27 H -0.093 1.470 2.553  0.29
28 O -3.060 0.292 -2.207  -0.55
29 H -3.757 -0.317 -2.490  0.28
30 H -3.135 0.737 -1.485  0.26

Force components x, y, z for each atom (eV/Å):
1.6 2.7 0.5
-0.4 -2.0 0.1
-1.1 -0.1 -0.7
1.2 -0.4 2.1
-0.1 -1.4 -1.2
-1.0 0.8 -1.1
-0.8 -0.7 0.6
0.9 1.2 -0.9
0.0 -0.3 0.0
2.2 -0.6 -2.2
-1.5 0.4 2.2
-0.8 -0.2 -0.2
-4.3 1.5 1.2
2.7 -1.3 -2.1
1.7 -0.4 1.2
-1.9 0.2 -1.1
1.7 -0.7 1.2
0.6 1.0 -0.2
0.9 0.2 1.8
0.2 0.3 -0.7
-1.1 -0.8 -0.8
2.1 3.1 -0.8
0.1 0.6 -0.2
-2.6 -3.8 1.5
-3.2 1.1 -1.3
1.5 1.6 -1.2
2.2 -2.0 2.4
1.1 -4.5 -8.5
0.0 0.7 1.1
-1.6 3.7 7.3

Calculated values
orbital gap	10.737	eV
E_LUMO	0.347	eV
SMILES	O.O.O.O.O.O.O.O.O.O



Entry 4:
ORCA calculation (ωB97M-V/def2-TZVPD) on a 10-piece molecular cluster, H20O10 overall.

Last column: Mulliken charge in e.
Atoms and positions in Å:
1 O -0.999 1.300 -2.311  -0.92
2 H -1.940 1.363 -2.507  0.32
3 H -0.820 2.147 -1.832  0.37
4 O 0.719 -0.299 2.924  -0.66
5 H 1.372 -0.188 2.237  0.34
6 H 0.992 -1.031 3.475  0.31
7 O -0.585 -1.956 1.090  -0.77
8 H -1.340 -2.334 1.421  0.32
9 H -0.184 -1.449 1.795  0.31
10 O 2.818 -0.720 -1.865  -0.66
11 H 2.781 -1.579 -1.352  0.28
12 H 2.103 -0.236 -1.503  0.42
13 O 1.574 -3.501 1.913  -0.66
14 H 0.845 -2.921 1.662  0.43
15 H 1.163 -4.248 2.332  0.30
16 O -2.754 -0.645 -0.480  -0.56
17 H -2.195 -0.107 -1.025  0.26
18 H -2.246 -1.344 -0.110  0.25
19 O 0.873 2.048 1.312  -0.67
20 H 1.394 2.729 0.940  0.34
21 H 0.824 1.425 0.558  0.37
22 O 0.343 2.597 -4.290  -0.63
23 H -0.191 2.061 -3.693  0.43
24 H -0.337 3.205 -4.652  0.31
25 O -1.795 1.043 1.691  -0.50
26 H -0.901 1.323 1.833  0.35
27 H -2.262 1.593 2.319  0.25
28 O 0.584 0.040 -0.529  -0.60
29 H 0.068 -0.677 -0.076  0.19
30 H 0.105 0.353 -1.289  0.50

Force components x, y, z for each atom (eV/Å):
-0.2 1.3 0.6
-0.2 -0.2 -0.1
-0.2 -0.9 -0.3
-0.9 -0.2 0.0
0.7 0.3 -0.1
0.5 -0.2 0.2
2.6 0.6 -2.0
-2.9 -1.4 1.4
-0.1 1.1 1.0
1.5 -2.4 0.1
0.1 1.5 -1.0
-1.1 0.7 0.7
0.5 0.5 0.0
-0.1 -0.4 -0.3
-0.2 -0.5 0.2
-1.8 0.3 -0.4
0.7 0.1 0.0
0.9 -0.5 0.2
-0.5 -1.1 -0.1
0.9 1.4 -0.2
-0.2 -0.3 0.3
-0.9 0.9 -0.5
0.3 -0.4 -0.1
0.9 -0.4 0.1
-0.7 -0.2 -0.1
1.1 0.3 0.1
-0.4 0.1 0.1
0.2 -0.8 1.4
0.3 0.7 -0.8
-0.8 -0.1 -0.5

Calculated values
orbital gap	10.593	eV
E_LUMO	-0.104	eV
SMILES	O.O.O.O.O.O.O.O.O.O



Entry 5:
ORCA calculation (ωB97M-V/def2-TZVPD) on H20O18S2Zn2 as an isolated structure.

Last column: Mulliken charge in e.
Atoms and positions in Å:
1 Zn 5.944 -0.402 2.019  0.46
2 Zn 10.346 -1.908 1.329  0.32
3 S 8.572 0.704 0.289  1.13
4 O 8.826 2.047 0.775  -0.73
5 O 8.543 0.753 -1.194  -1.49
6 O 9.604 -0.254 0.635  0.34
7 O 7.244 0.234 0.715  -0.03
8 S 8.259 -1.688 3.870  1.16
9 O 9.107 -2.167 2.716  -0.37
10 O 7.275 -0.749 3.206  -0.29
11 O 7.568 -2.812 4.449  -0.68
12 O 9.031 -0.915 4.811  -0.66
13 O 6.194 -2.362 1.190  -0.40
14 H 6.450 -3.063 1.818  0.36
15 H 5.643 -2.797 0.522  0.26
16 O 8.985 3.993 -1.158  -0.72
17 H 8.940 3.350 -0.427  0.43
18 H 8.965 3.437 -1.954  0.40
19 O 6.249 2.337 -1.859  -0.70
20 H 6.800 2.540 -2.622  0.41
21 H 6.800 1.773 -1.294  0.24
22 O 8.833 2.333 -3.438  -0.72
23 H 8.763 1.628 -2.762  0.41
24 H 8.958 1.879 -4.277  0.32
25 O 11.192 0.042 -1.939  -0.76
26 H 11.073 -0.153 -2.874  0.33
27 H 10.279 0.129 -1.581  0.52
28 O 7.175 -1.101 -2.555  -0.70
29 H 7.929 -1.426 -3.054  0.30
30 H 7.532 -0.344 -2.024  0.48
31 O 10.443 2.160 2.913  -0.64
32 H 9.631 2.102 2.368  0.19
33 H 10.172 1.887 3.797  0.30
34 O 9.068 -2.890 -0.038  -0.36
35 H 9.129 -3.389 -0.860  0.26
36 H 8.206 -2.442 -0.068  0.31
37 O 11.859 -1.771 0.005  -0.44
38 H 11.887 -1.321 -0.872  0.33
39 H 12.719 -2.192 0.127  0.33
40 O 7.174 3.089 2.649  -0.64
41 H 7.869 2.870 1.993  0.42
42 H 7.652 3.314 3.452  0.31

Force components x, y, z for each atom (eV/Å):
1.9 -0.1 -0.7
-0.9 0.7 -0.1
-0.3 1.8 -1.5
0.1 -0.7 0.5
0.2 -0.4 0.0
0.8 -0.2 0.6
-1.5 -0.4 0.0
0.6 0.4 2.0
0.6 -0.8 -0.5
-0.5 0.4 0.6
-0.4 -0.3 -0.7
0.0 -0.2 -0.6
-0.6 -0.4 -0.2
0.1 0.3 0.3
0.0 0.1 0.0
0.1 -0.4 0.0
0.1 0.5 -0.4
0.1 0.6 0.3
-0.4 -0.4 0.3
0.1 0.1 0.1
-0.2 0.5 -0.5
-0.1 -0.7 -0.1
0.1 0.4 -0.2
0.0 0.1 0.0
-0.1 -0.8 0.2
0.1 0.2 0.0
0.3 0.3 -0.2
0.1 0.0 0.4
0.0 0.1 -0.1
-0.2 -0.5 -0.4
-0.4 -0.1 0.2
0.8 0.0 0.3
0.1 -0.1 0.0
-0.4 -0.4 -0.3
0.2 0.0 0.0
0.1 0.1 0.1
0.8 -0.8 0.4
-0.7 0.7 0.1
-0.1 0.1 0.1
0.1 -0.3 -0.1
-0.6 0.2 0.3
0.0 0.0 0.0

Calculated values
orbital gap	6.298	eV
E_LUMO	-3.024	eV



Entry 6:
ORCA calculation (ωB97M-V/def2-TZVPD) on H21O10 as an isolated structure.

Last column: Mulliken charge in e.
Atoms and positions in Å:
1 O 3.249 1.433 -0.685  -0.65
2 H 2.051 -0.145 -2.149  0.24
3 H 0.168 4.279 -0.805  0.32
4 O -0.085 3.484 -0.267  -0.63
5 H 1.800 0.282 -0.495  0.18
6 H -1.500 1.681 0.391  0.33
7 O -2.290 1.163 0.159  -0.61
8 H 3.195 1.814 -1.583  0.31
9 H -2.904 1.713 -0.097  0.24
10 O -1.587 -0.217 1.853  -0.60
11 H -1.277 -0.243 2.806  0.26
12 H -2.570 0.263 2.003  0.36
13 O 1.663 -0.405 -2.843  -0.50
14 H 0.736 3.338 2.781  0.29
15 H 1.768 -0.908 -3.544  0.28
16 O 0.984 -3.420 -0.340  -0.62
17 H 1.823 -2.890 -0.383  0.31
18 H 1.198 -4.278 -0.632  0.27
19 O 1.092 -0.226 -0.026  -0.43
20 H -0.538 -2.942 0.348  0.50
21 H 1.169 0.175 0.885  0.29
22 O -1.522 -3.113 0.330  -0.52
23 H -1.844 -2.907 1.185  0.43
24 H 3.711 2.172 -0.242  0.29
25 O -2.159 -1.353 -1.148  -0.63
26 H 0.438 2.824 -0.979  0.32
27 O 0.528 2.382 2.841  -0.56
28 H 0.700 2.078 3.720  0.29
29 H -1.827 -2.229 -0.293  0.37
30 H -3.186 -1.496 -1.191  0.42
31 H -2.095 -0.400 -0.718  0.47

Force components x, y, z for each atom (eV/Å):
0.4 1.4 -0.8
5.5 1.7 7.0
-0.8 -0.3 1.1
2.9 -1.7 -4.2
-0.8 -0.4 1.0
-0.2 -0.2 -0.1
4.6 -3.9 1.2
0.0 -0.5 0.2
-5.0 4.8 -2.4
-3.3 0.9 3.5
-0.3 -0.1 -1.5
4.1 -1.9 -0.9
-7.5 1.8 -3.1
-0.2 -0.9 0.3
2.1 -3.6 -4.2
0.8 2.5 0.6
-1.3 -0.6 0.1
0.4 -1.7 -0.5
0.8 1.1 1.0
0.3 -0.8 -0.2
-0.3 -0.6 -1.3
1.1 0.1 -0.9
-0.6 0.3 1.9
-0.3 -0.7 0.3
-3.1 1.7 1.0
-2.2 1.9 3.2
-0.1 0.7 -1.2
0.3 0.1 0.8
-0.2 0.2 -0.7
2.7 0.4 -0.2
0.1 -1.5 -0.7

Calculated values
charge	+1
orbital gap	11.321	eV
E_LUMO	-2.664	eV



Entry 7:
ORCA calculation (ωB97M-V/def2-TZVPD) on a 11-piece molecular cluster, H21O11 overall.

Last column: Mulliken charge in e.
Atoms and positions in Å:
1 O -4.219 1.016 0.442  -0.64
2 H -3.995 0.754 -0.466  0.32
3 H 2.446 1.595 1.305  0.25
4 O 1.885 1.331 0.585  -1.09
5 H 4.099 0.881 -1.820  0.28
6 H 2.228 -3.515 0.687  0.29
7 O -0.960 -2.046 -3.933  -0.64
8 H 2.676 0.168 -1.793  0.38
9 H 0.704 2.420 2.778  0.33
10 O -1.856 -0.308 -0.898  -0.61
11 H 0.978 0.851 2.811  0.29
12 H 1.466 0.096 0.749  0.24
13 O -2.618 -1.547 2.419  -0.64
14 H -0.461 3.013 -0.254  0.30
15 H -3.495 0.629 0.956  0.30
16 O 1.130 1.690 3.249  -0.67
17 H 0.756 2.582 0.415  0.45
18 H 0.971 -2.967 0.113  0.31
19 O 1.305 -3.373 0.911  -0.61
20 H -1.196 -2.567 -3.185  0.32
21 O 3.502 0.297 -2.279  -0.69
22 H -0.564 -1.180 -3.752  0.31
23 H 0.898 1.085 -0.650  0.38
24 O 0.559 0.733 -1.534  -0.61
25 H 1.113 0.055 -1.904  0.20
26 H 0.609 -1.242 1.214  0.25
27 O -0.028 3.176 0.611  -0.70
28 H -2.927 -0.778 2.900  0.31
29 H -1.042 -0.258 -0.351  0.41
30 O 1.150 -0.971 0.458  -0.62
31 H -2.363 -1.459 1.514  0.33
32 H -1.522 0.155 -1.707  0.26

Force components x, y, z for each atom (eV/Å):
0.0 -0.2 -0.1
0.1 0.0 0.5
0.2 0.3 0.4
0.0 0.0 -0.3
-0.4 0.2 0.7
0.1 0.1 0.2
0.3 0.6 -2.0
1.0 0.7 0.6
-0.1 -0.7 -0.4
0.5 0.4 -0.5
-0.3 0.4 -0.5
0.1 -1.1 -1.1
-0.2 -1.3 1.6
-0.3 0.6 0.8
-0.2 0.2 -0.3
0.3 0.4 1.2
0.1 0.3 1.2
-0.1 0.6 -0.1
0.1 -1.7 0.2
0.0 0.2 1.3
-0.1 -0.8 -1.1
-0.3 -0.7 0.7
0.4 -1.0 -1.4
-0.9 1.5 -0.2
0.0 -0.3 0.5
0.3 -0.3 -0.2
0.1 -0.6 -1.6
0.2 0.3 -0.8
-0.2 -0.2 -0.4
-0.5 1.7 1.1
0.0 0.9 -0.8
-0.3 -0.5 1.1

Calculated values
charge	-1
orbital gap	9.197	eV
E_LUMO	2.938	eV